This record from the OMol25 dataset describes a molecular structure, C10H17N7OPdS5 in a non-equilibrium geometry. The level of theory is ωB97M-V with the def2-TZVPD basis set.

The geometry in ORCA input format:
```
! RIJCOSX wB97M-V def2-TZVPD def2/J DEFGRID3
* xyz 2 1
Pd 0.42 -0.24 0.80
N -1.44 -1.87 -1.82
C -0.51 -2.59 -1.25
N 0.29 -2.15 -0.28
C 1.19 -3.10 0.09
C 1.09 -4.31 -0.60
S -0.16 -4.25 -1.73
C 2.08 -2.79 1.15
C 3.05 -3.63 1.71
S 3.79 -2.87 3.01
C 2.78 -1.45 2.77
N 1.95 -1.57 1.74
N 2.84 -0.40 3.55
H -1.59 -0.91 -1.47
H -2.07 -2.27 -2.50
H 1.69 -5.20 -0.48
H 3.33 -4.62 1.40
H 3.50 -0.33 4.31
H 2.26 0.41 3.34
S -1.48 2.63 3.62
C -0.66 1.51 2.79
S 0.78 1.85 1.94
S -1.14 -0.10 2.70
N 1.07 1.93 -2.36
N 2.03 1.00 -1.74
H 0.75 1.42 -3.18
H 1.64 2.68 -2.73
H 2.65 1.56 -1.16
H 1.47 0.45 -1.08
C -3.66 1.56 -1.32
N -2.48 2.35 -0.99
C -2.60 3.80 -1.11
C -1.35 1.82 -0.61
O -1.13 0.57 -0.50
H -4.47 1.80 -0.63
H -3.44 0.50 -1.25
H -3.98 1.80 -2.34
H -3.41 4.15 -0.47
H -2.82 4.07 -2.14
H -1.67 4.27 -0.81
H -0.57 2.53 -0.37
*
```

- HOMO energy (alpha / beta): -13.72 / -13.30 eV
- E_LUMO (alpha / beta): -9.35 / -9.97 eV
- Kohn-Sham gap (alpha / beta): 4.4 / 3.3 eV

=====

This record from the OMol25 dataset describes 2 unconnected molecules or ions with the total composition C10H17NO6 in a non-equilibrium geometry. The level of theory is ωB97M-V with the def2-TZVPD basis set.

The geometry in ORCA input format:
```
! RIJCOSX wB97M-V def2-TZVPD def2/J DEFGRID3
* xyz 0 1
N 2.48 -1.18 -4.45
O 2.40 -0.18 -5.20
O 2.43 -0.97 -3.17
O 2.68 -2.34 -4.86
C -2.79 1.06 0.01
C -1.48 0.63 0.64
C -0.44 1.82 0.68
C -0.06 1.50 -0.77
C -0.55 0.07 -0.47
C 0.61 -0.73 0.14
C 1.32 0.08 1.35
C 0.71 1.47 1.62
O 1.31 -0.61 2.60
C 0.28 -2.18 0.48
O 1.59 -0.75 -0.95
O 0.93 -1.19 -2.12
C -1.72 -0.13 1.90
H -3.41 0.18 -0.19
H -3.32 1.71 0.71
H -2.65 1.61 -0.93
H -0.93 2.78 0.86
H -0.69 1.99 -1.52
H 1.00 1.61 -1.04
H -1.04 -0.46 -1.28
H 2.36 0.29 1.05
H 1.52 2.19 1.42
H 0.39 1.57 2.66
H 1.87 -1.40 2.51
H -0.51 -2.20 1.23
H -0.05 -2.66 -0.45
H 1.20 -2.69 0.82
H -0.82 -0.43 2.45
H -2.28 0.53 2.57
H -2.35 -1.01 1.71
*
```

- HOMO energy (alpha / beta): -10.28 / -10.27 eV
- E_LUMO (alpha / beta): -3.52 / -3.44 eV
- Kohn-Sham gap (alpha / beta): 6.8 / 6.8 eV

=====

The records above yield molar mass values of 518.05, 247.25 g mol⁻¹, respectively.
The records above yield ΔE to the lowest compared entry with this formula, charge and spin values of 202.1, 1252.9 kJ/mol, respectively.
The records above yield E_tot values of -80763.5272, -24408.7674 eV, respectively.